The following is a quantum chemistry calculation of an isolated molecule of C24H21ClN4O4S in a non-equilibrium geometry, from OMol25.

The total energy comes out at -62737.6056 eV. The energy above the lowest of the compared OMol25 structures with the same formula, charge and spin comes out at 5.1 kcal/mol. The HOMO energy is -8.54 eV. For the largest force on an atom, the calculation gives 1.2 eV Å⁻¹. The gap between HOMO and LUMO is 7.82 eV. As for the total charge: 0. As for the SMILES: CC(C)c1ccc2c(c1)/C(=N/NC(=O)c1cccc(S(=O)(=O)Nc3ccccc3Cl)c1)C(=O)N2.

Geometry as XYZ:
```
55
Properties=species:S:1:pos:R:3:forces:R:3:mulliken_charge:R:1
C 3.1303 0.6502 -1.5435 0.246 0.199 0.179 -1.006
C 3.1863 1.4102 -0.2176 -0.085 -0.193 -0.025 0.369
C 3.1592 0.4442 0.9674 0.159 0.210 -0.124 -1.186
C 2.0486 2.3990 -0.1509 0.239 0.098 0.022 0.348
C 2.3145 3.7640 -0.1921 -0.113 -0.072 0.009 -0.890
C 1.3070 4.7209 -0.1613 -0.164 0.028 0.005 -1.242
C 0.0077 4.2739 -0.0822 0.448 -0.714 -0.014 -0.573
C -0.2862 2.8979 -0.0350 0.625 0.184 -0.056 0.577
C 0.7284 1.9593 -0.0757 -0.123 0.377 0.019 0.236
C -1.7246 2.7797 0.0634 -0.620 -0.320 0.045 0.432
N -2.3928 1.6882 0.1745 0.670 0.111 0.067 -0.218
N -3.7171 1.7365 0.2840 -0.476 1.090 -0.105 -0.171
C -4.4981 0.6330 0.5212 0.025 -0.262 0.047 -0.130
O -5.6777 0.7664 0.7579 0.073 -0.005 0.022 -0.611
C -3.8272 -0.6972 0.4892 0.076 -0.353 -0.073 0.338
C -4.2470 -1.6489 1.4178 0.028 0.144 -0.093 -0.640
C -3.7111 -2.9244 1.4160 0.045 0.011 -0.064 -0.809
C -2.7659 -3.2696 0.4628 0.011 -0.128 0.035 -0.010
C -2.3705 -2.3244 -0.4646 0.335 -0.286 -0.408 -0.555
S -1.2345 -2.8159 -1.7533 0.277 0.052 -0.091 1.491
O -0.9124 -4.2020 -1.5847 -0.105 0.125 0.321 -0.702
O -1.7244 -2.3592 -3.0166 -0.020 0.328 0.024 -0.731
N 0.1502 -1.8716 -1.4530 -0.917 -0.158 -0.443 -0.066
C 1.0585 -2.3921 -0.5281 0.528 -0.263 0.601 -0.518
C 0.6910 -2.4953 0.8095 0.187 0.021 -0.018 0.016
C 1.5754 -2.9998 1.7455 -0.083 -0.019 0.005 -0.783
C 2.8452 -3.3981 1.3635 0.023 -0.001 -0.030 -0.631
C 3.2290 -3.3021 0.0372 -0.015 0.030 0.026 -0.504
C 2.3370 -2.8136 -0.9000 -0.219 0.049 0.059 0.585
Cl 2.7990 -2.7368 -2.5668 0.075 -0.038 -0.135 -0.203
C -2.8794 -1.0421 -0.4694 -0.160 0.084 0.044 0.186
C -2.2611 4.1803 0.0545 -0.563 0.286 0.053 0.307
O -3.4232 4.5365 0.1209 -0.061 -0.174 0.002 -0.711
N -1.1754 5.0007 -0.0307 -0.067 0.386 -0.015 0.014
H 3.9510 -0.0596 -1.6073 0.064 -0.141 -0.062 0.387
H 2.1937 0.1064 -1.6265 -0.140 -0.096 -0.036 -0.057
H 3.2031 1.3415 -2.3804 -0.027 0.013 -0.128 0.425
H 4.1283 1.9681 -0.1807 -0.090 0.017 -0.008 0.444
H 2.2672 -0.1756 0.9479 -0.121 -0.107 0.021 0.004
H 4.0251 -0.2126 0.9333 0.079 -0.124 0.026 0.449
H 3.1793 0.9949 1.9054 -0.015 -0.003 0.131 0.392
H 3.3408 4.0958 -0.2524 0.117 0.002 -0.005 0.381
H 1.5401 5.7739 -0.1974 0.029 0.121 -0.001 0.393
H 0.4848 0.9090 -0.0505 -0.028 -0.215 0.005 0.659
H -4.1918 2.6467 0.2960 0.150 -0.188 -0.015 0.218
H -5.0053 -1.3701 2.1341 -0.064 0.025 0.049 0.472
H -4.0390 -3.6517 2.1426 -0.019 -0.061 0.053 0.433
H -2.3345 -4.2568 0.4103 0.011 -0.131 0.064 0.548
H 0.5800 -1.6650 -2.3488 -0.151 0.034 -0.148 0.469
H -0.2946 -2.1685 1.1021 -0.047 0.077 0.080 0.372
H 1.2715 -3.0755 2.7780 -0.029 0.000 0.102 0.392
H 3.5372 -3.7879 2.0934 0.075 -0.032 0.067 0.401
H 4.2110 -3.6188 -0.2776 0.079 -0.013 -0.060 0.477
H -2.5546 -0.3486 -1.2269 -0.007 0.117 -0.042 0.539
H -1.2320 6.0067 -0.0543 -0.143 -0.119 0.014 0.195
```
Forces are in eV/Å.